Entry 1:
Density functional theory data (ωB97M-V/def2-TZVPD) for a structure of composition C13H7Cl2F3IrN2O3S2Se at a distorted geometry.

XYZ file:
```
34
Properties=species:S:1:pos:R:3
Ir -0.040 0.343 0.187
Cl -0.687 -2.099 -0.376
C -1.111 -2.790 1.160
C -1.234 -4.158 1.235
C -1.588 -4.740 2.447
C -1.818 -3.959 3.567
C -1.714 -2.582 3.486
Cl -2.009 -1.637 4.881
C -1.351 -1.951 2.267
S -1.291 -0.229 2.216
H -1.066 -4.766 0.357
H -1.687 -5.814 2.510
H -2.087 -4.407 4.513
Se 3.016 -1.639 -0.001
N 1.974 -0.420 0.806
C 2.737 0.285 1.645
C 2.310 1.348 2.477
C 3.229 1.937 3.291
C 4.592 1.521 3.324
C 5.043 0.507 2.540
C 4.121 -0.142 1.678
N 4.422 -1.144 0.868
H 1.283 1.687 2.447
H 2.919 2.750 3.934
H 5.276 2.031 3.988
H 6.074 0.184 2.546
F 1.380 1.285 -1.985
C 0.821 2.516 -2.208
F 0.474 2.583 -3.473
F 1.735 3.428 -1.940
S -0.645 2.680 -1.063
O -1.315 3.882 -1.372
O -1.357 1.403 -1.302
O 0.018 2.582 0.261
```

Summary:
Lowest unoccupied orbital energy (spin up / spin down) = -4.53 / -6.60 eV
Total charge = +1
Spin multiplicity = 5
HOMO-LUMO gap (spin up / spin down) = 7.863 / 5.807 eV

***

Entry 2:
Density functional theory data (ωB97M-V/def2-TZVPD) for a structure of composition C13H8BBeCl4N3O6 at a distorted geometry.

XYZ file:
```
36
Properties=species:S:1:pos:R:3
Be -0.572 0.012 -0.485
Cl 1.773 5.925 -0.768
C 0.914 4.492 -0.301
C 0.020 4.532 0.753
Cl -0.248 6.014 1.613
C -0.678 3.364 1.121
Cl -1.791 3.397 2.454
C -0.506 2.169 0.434
O -1.107 1.045 0.687
C 0.425 2.128 -0.664
O 0.535 0.973 -1.248
C 1.119 3.284 -0.997
Cl 2.252 3.218 -2.312
C 2.857 2.224 2.344
C 2.576 0.774 2.159
N 1.644 0.285 1.386
C 1.711 -1.070 1.493
C 2.722 -1.418 2.364
N 3.261 -0.228 2.777
C 3.254 -2.697 2.864
O 2.671 -3.772 2.409
O 4.186 -2.712 3.656
C 0.782 -1.967 0.738
O 0.924 -3.207 0.905
O -0.085 -1.464 -0.017
H 2.156 2.785 1.728
H 3.875 2.472 2.037
H 2.730 2.522 3.386
H 4.027 -0.171 3.426
H 1.893 -3.515 1.739
B -3.934 0.041 -3.341
C -2.747 -0.116 -2.327
N -1.878 -0.261 -1.584
H -4.820 0.653 -2.783
H -4.308 -1.068 -3.666
H -3.521 0.658 -4.301
```

Summary:
Lowest unoccupied orbital energy = 4.34 eV
Total charge = -2
HOMO-LUMO gap = 6.237 eV

***

Entry 3:
Density functional theory data (ωB97M-V/def2-TZVPD) for a structure of composition C13H8BCl3F3GeNRhS2.

XYZ file:
```
33
Properties=species:S:1:pos:R:3
Rh 0.442 0.081 -0.583
S -0.625 -1.308 -2.329
C -1.507 -1.827 -0.889
N -1.161 -1.225 0.204
C -1.916 -1.647 1.284
C -1.803 -1.184 2.594
C -2.639 -1.725 3.545
C -3.577 -2.711 3.209
C -3.700 -3.174 1.916
C -2.858 -2.627 0.950
S -2.777 -2.974 -0.756
H -1.081 -0.414 2.834
H -2.576 -1.381 4.568
H -4.221 -3.115 3.979
H -4.429 -3.931 1.662
Cl -2.144 2.270 1.255
Ge -0.151 2.121 0.444
Cl 1.097 1.844 2.225
Cl 0.272 4.067 -0.341
F 5.855 2.099 -2.367
C 4.605 1.739 -2.014
C 3.537 2.263 -2.719
C 2.251 1.896 -2.359
C 2.035 1.002 -1.310
C 3.142 0.516 -0.609
C 4.439 0.871 -0.957
H 3.724 2.952 -3.531
H 1.416 2.314 -2.901
H 3.011 -0.148 0.246
H 5.302 0.500 -0.420
F -2.286 0.866 -1.626
B -1.052 0.627 -2.086
F -0.627 1.364 -3.118
```

Summary:
Lowest unoccupied orbital energy (spin up / spin down) = -0.66 / -2.17 eV
Spin multiplicity = 2
HOMO-LUMO gap (spin up / spin down) = 8.011 / 6.705 eV